[1]
C3H9NO as an isolated structure in a non-equilibrium geometry. Source: the Open Molecules 2025 dataset; level of theory: ωB97M-V with the def2-TZVPD basis set.

Output
HOMO-LUMO gap, Eh: 0.3497
Electronic energy, eV: -6791.4598
E_LUMO, Eh: 0.0205
Energy relative to the best compared isomer or geometry (same formula, charge and spin), eV: 3.5959
HOMO level, eV: -9.0

The geometry in XYZ format:
```
14
Properties=species:S:1:pos:R:3:forces:R:3
C 1.4829 -0.1882 1.3716 0.731 0.100 0.021
C -0.3532 -0.6183 -0.3405 1.664 -1.130 1.403
C -0.5679 0.6097 -1.2086 -0.764 0.008 -2.666
H 2.0593 -1.2045 1.3854 -1.375 1.297 -0.073
H 1.6504 0.2967 2.3913 -0.179 -0.557 -1.423
H 2.0076 0.4045 0.5834 -0.379 -0.200 0.728
H -0.3417 -0.8575 1.7892 -0.211 0.784 -1.130
H 0.3945 -1.3734 -0.8113 -0.770 1.320 0.847
H -1.3296 -1.1901 -0.2934 1.050 0.936 -0.110
H -0.7730 0.1790 -2.2531 1.025 0.658 0.982
H 0.1457 1.5513 -1.3106 -0.889 -2.333 0.682
H -2.5472 1.5703 -1.6358 3.727 -2.640 4.064
N 0.0084 -0.1711 1.0828 0.992 -2.083 0.039
O -1.8362 0.9915 -0.7503 -4.623 3.839 -3.364
```
Forces are in eV/Å.

So, what does the Löwdin scheme give us? The charges, in e, come out as:
1 C -0.174
2 C -0.235
3 C -0.347
4 H 0.086
5 H 0.081
6 H 0.066
7 H 0.100
8 H 0.126
9 H 0.124
10 H 0.114
11 H 0.145
12 H 0.264
13 N -0.128
14 O -0.221

[2]
A 2-piece molecular cluster, C3H9NO overall in a non-equilibrium geometry. Source: the Open Molecules 2025 dataset; level of theory: ωB97M-V with the def2-TZVPD basis set.

Output
HOMO-LUMO gap (spin up / spin down), Eh: 0.3245 / 0.1230
Electronic energy, eV: -6784.0689
Expectation value of S²: 0.7543
E_LUMO (spin up / spin down), Eh: -0.1434 / -0.3449
Multiplicity: 2
Energy relative to the best compared isomer or geometry (same formula, charge and spin), eV: 2.2401
Net charge: +1
HOMO level (spin up / spin down), eV: -12.7 / -12.7

The geometry in XYZ format:
```
14
Properties=species:S:1:pos:R:3:forces:R:3
O -1.9614 -0.8874 3.6520 -0.005 0.358 -0.580
C -1.3144 0.0206 4.0916 0.382 -0.866 1.066
H -1.3075 0.1926 5.1870 -0.101 0.389 -0.209
H -0.5780 0.6048 3.5098 -0.256 0.142 -0.272
C 0.4234 -1.1251 -2.0000 1.159 0.530 0.724
C 0.3711 0.4077 -1.9538 -1.892 -1.290 0.405
N 0.6149 0.9251 -0.6469 1.858 1.658 -2.353
H -0.1891 -1.5058 -1.1872 -0.323 -0.174 -0.283
H 0.1265 -1.4648 -2.9717 -0.342 -0.244 -0.356
H 1.4408 -1.4766 -1.8094 -0.017 -0.034 -0.124
H 1.0455 0.8889 -2.6925 0.398 0.114 0.310
H -0.6274 0.7406 -2.2529 0.036 0.202 -0.050
H 1.5691 0.7535 -0.3122 -0.410 -0.530 0.828
H 0.3865 1.9258 -0.6138 -0.488 -0.256 0.893
```
Forces are in eV/Å.

So, what does the Löwdin scheme give us? The charges, in e, come out as:
1 O -0.002
2 C -0.151
3 H 0.088
4 H 0.066
5 C -0.036
6 C -0.221
7 N 0.311
8 H 0.094
9 H 0.090
10 H 0.092
11 H 0.186
12 H 0.144
13 H 0.171
14 H 0.169

[3]
A 3-piece molecular cluster, C3H9NO2 overall in a non-equilibrium geometry. Source: the Open Molecules 2025 dataset; level of theory: ωB97M-V with the def2-TZVPD basis set.

Output
HOMO-LUMO gap (spin up / spin down), Eh: 0.3406 / 0.2389
Electronic energy, eV: -8836.3262
E_LUMO (spin up / spin down), Eh: 0.0255 / 0.0003
Energy relative to the best compared isomer or geometry (same formula, charge and spin), eV: 6.6290
HOMO level (spin up / spin down), eV: -8.6 / -6.5

The geometry in XYZ format:
```
15
Properties=species:S:1:pos:R:3:forces:R:3
C -0.7403 0.5287 -0.3268 0.764 -0.420 1.161
C -1.7336 -1.4656 -0.5764 -0.403 -0.871 -0.025
C 2.5278 0.1052 0.3108 0.091 -0.087 -0.033
N -1.1716 1.3735 0.6186 0.478 -0.376 -0.072
O -0.0845 -0.5308 -0.0094 -1.522 1.242 -0.736
O 1.3976 0.8990 0.3289 0.496 0.470 0.221
H -1.0163 0.7619 -1.3607 0.266 0.055 0.133
H -0.7187 1.2306 1.5171 -0.012 -0.056 -0.194
H -1.3801 2.3382 0.4158 -0.132 -0.147 -0.356
H -1.4687 -2.2826 0.0798 -0.051 -0.062 -0.108
H -1.5601 -1.6269 -1.6331 0.031 0.008 0.063
H -2.6720 -0.9858 -0.3167 0.098 0.134 0.006
H 2.4623 -0.7526 1.0028 -0.030 0.097 -0.061
H 2.7628 -0.2961 -0.6903 -0.011 0.058 0.085
H 3.3954 0.7033 0.6395 -0.065 -0.047 -0.083
```
Forces are in eV/Å.

So, what does the Löwdin scheme give us? The charges, in e, come out as:
1 C -0.361
2 C 0.063
3 C -0.266
4 N 0.173
5 O -0.066
6 O -0.257
7 H 0.152
8 H 0.126
9 H 0.118
10 H 0.040
11 H 0.039
12 H 0.036
13 H 0.066
14 H 0.067
15 H 0.072

[4]
A 3-piece molecular cluster, C3H9NO2 overall in a non-equilibrium geometry. Source: the Open Molecules 2025 dataset; level of theory: ωB97M-V with the def2-TZVPD basis set.

Output
HOMO-LUMO gap, Eh: 0.3765
Electronic energy, eV: -8839.4316
E_LUMO, Eh: 0.0283
Energy relative to the best compared isomer or geometry (same formula, charge and spin), eV: 3.5237
HOMO level, eV: -9.5

The geometry in XYZ format:
```
15
Properties=species:S:1:pos:R:3:forces:R:3
C -0.6659 -1.2506 1.9712 0.438 0.330 -0.661
C 0.6318 -1.3421 2.1380 1.200 -2.632 -0.618
C -1.0824 0.9577 2.2103 1.577 -1.153 1.169
N -1.5042 -0.2331 2.4527 -0.357 1.842 -0.537
H -1.0986 -1.8510 1.2286 -1.108 -1.071 -0.506
H 1.0975 -0.7139 2.7781 1.289 2.225 2.170
H 1.3820 -2.1349 1.8355 -1.703 0.763 -0.320
H -1.5342 1.9059 2.5332 -0.452 -0.740 -0.104
H -0.0032 1.0115 1.9156 -0.891 0.470 -0.559
H -0.6005 -2.9572 -0.6724 -1.066 -0.917 0.318
H 0.3288 -3.3471 -1.9746 -1.110 1.909 2.782
O 0.1269 -2.6812 -1.1945 2.183 -1.026 -3.134
H 1.7563 4.9911 -5.3840 0.252 -0.509 0.062
H 0.8180 3.8216 -5.3615 0.020 -0.259 0.026
O 1.7584 4.0207 -5.3035 -0.271 0.768 -0.088
```
Forces are in eV/Å.

So, what does the Löwdin scheme give us? The charges, in e, come out as:
1 C -0.270
2 C 0.003
3 C -0.033
4 N -0.010
5 H 0.067
6 H 0.009
7 H 0.090
8 H 0.071
9 H 0.080
10 H -0.017
11 H 0.108
12 O -0.097
13 H 0.040
14 H 0.029
15 O -0.069